Entry from the Open Molecules 2025 dataset: a 9-piece molecular cluster, C12H40BF4O8 overall (ωB97M-V/def2-TZVPD).

```
65
Properties=species:S:1:pos:R:3:lowdin_charge:R:1
H -9.965 -4.837 -1.024 0.09
F -5.147 -6.346 -4.902 0.16
O -6.921 -8.098 -6.534 -0.11
O -8.714 -3.099 -5.128 -0.10
C -8.544 -2.017 -6.007 -0.16
C -4.365 -2.095 -1.834 -0.17
H -2.127 -4.288 -4.779 0.06
F -6.584 -4.987 -5.832 0.17
H -4.522 -10.513 -3.320 0.11
B -6.185 -5.501 -4.618 -1.40
O -8.019 -5.437 -1.539 -0.07
C -9.237 -4.810 -1.835 -0.12
H -3.342 -7.165 -1.913 0.10
H -7.905 -1.213 -5.642 0.07
H -5.980 -2.253 -10.526 0.11
H -1.464 -5.858 -1.901 0.08
H -4.409 0.063 -1.353 0.09
H -7.314 -1.241 -9.195 0.07
O -2.121 -5.623 -1.241 -0.06
C -2.246 -4.917 -5.661 -0.14
C -3.720 -0.711 -1.693 -0.04
H -8.096 -2.344 -6.945 0.05
O -4.905 -2.180 -3.156 0.21
C -4.553 -5.679 -0.917 -0.05
C -6.751 -3.850 -9.110 -0.09
H -3.534 -2.800 -1.837 0.15
F -7.287 -6.073 -4.047 0.19
H -3.140 -0.497 -2.591 0.09
H -1.448 -4.692 -6.369 0.08
H -9.060 -3.769 -2.102 0.09
H -2.200 -5.936 -5.278 0.08
H -7.433 -5.345 -2.294 0.03
H -3.525 -5.661 -2.776 0.09
C -5.041 -9.577 -3.524 -0.32
H -2.949 -0.721 -0.923 0.09
H -9.679 -5.333 -2.683 0.10
H -5.918 -6.718 -7.674 0.07
H -5.508 -5.976 -1.351 0.05
H -5.171 -3.081 -3.357 0.07
H -6.809 -7.489 -5.801 0.03
C -3.346 -6.082 -1.787 -0.31
O -4.163 -8.641 -4.035 -0.08
H -4.451 -4.617 -0.694 0.05
H -4.785 -8.836 -1.495 0.06
C -6.869 -2.784 -10.189 -0.32
H -7.349 -3.223 -11.064 0.11
F -5.772 -4.471 -3.803 0.16
H -4.216 -4.871 -5.741 0.02
H -6.216 -8.166 -2.379 0.06
C -5.895 -7.781 -7.435 -0.16
H -5.914 -4.510 -9.338 0.07
H -7.613 -4.489 -8.920 0.08
O -3.487 -4.734 -6.351 -0.12
H -4.592 -6.172 0.054 0.08
H -7.988 -3.727 -5.159 0.04
H -5.015 -2.459 -1.039 0.15
O -7.783 -1.778 -9.837 -0.09
H -6.187 -9.797 -1.651 0.07
H -6.537 -3.453 -8.118 0.05
H -4.945 -7.977 -6.939 0.07
H -5.984 -8.427 -8.308 0.09
H -5.834 -9.826 -4.229 0.11
C -5.603 -9.046 -2.184 -0.07
H -4.611 -7.858 -4.364 0.03
H -9.482 -1.523 -6.263 0.08
```

## Properties
* E_tot: -1507.3932 Ha
* LUMO (spin up / spin down): -0.1 / -7.0 eV
* net charge: 0
* multiplicity: 2
* Kohn-Sham gap (spin up / spin down): 9.251 / 2.405 eV

=====

Entry from the Open Molecules 2025 dataset: C12H40O8 as an isolated structure (ωB97M-V/def2-TZVPD).

```
60
Properties=species:S:1:pos:R:3:lowdin_charge:R:1
H 0.434 0.103 -0.741 -0.08
H -1.720 -1.333 -0.210 0.10
C 0.223 2.223 0.944 -0.11
H -1.112 0.763 -0.902 -0.24
H -1.623 1.850 0.907 0.03
C -1.846 -0.496 -2.678 -0.05
H 0.312 -0.597 -2.380 0.04
H -1.106 -0.507 3.231 0.12
H -3.977 0.787 0.828 0.07
O 1.417 0.792 -0.862 -0.15
C 1.976 -1.581 -1.373 -0.06
H 1.563 -1.993 -0.453 0.06
H -0.467 1.386 1.044 -0.01
H 1.915 0.879 0.771 0.02
C 2.008 -1.314 2.785 -0.23
H 1.766 1.744 2.300 0.13
H -2.236 -0.216 -1.699 0.05
H 1.144 -1.684 -2.070 0.06
H -1.284 0.680 1.867 0.08
H -0.568 -2.101 -1.362 0.06
H -2.069 2.987 -0.316 0.12
C -1.320 -2.272 -0.591 -0.15
H 2.223 -1.689 0.679 0.08
H -0.101 3.068 1.551 0.12
H -0.032 2.568 -0.058 0.10
H -0.358 -0.312 0.480 -0.06
H -2.440 -0.133 -3.517 0.09
H 1.631 1.701 -1.086 0.14
O -0.423 -1.193 1.428 -0.21
H 2.685 -0.029 1.181 0.08
H 2.954 0.176 -2.165 0.13
C 1.986 -0.851 1.334 -0.11
O 2.495 2.836 0.686 -0.04
H -0.137 1.005 -2.451 0.12
H 0.887 -2.526 3.757 0.14
H 0.280 0.376 2.556 0.08
H 3.223 -0.140 -0.451 0.11
H -2.052 -3.529 -1.833 0.08
C -0.413 0.043 -2.884 -0.30
O 1.046 -2.307 2.836 -0.02
H 1.016 -0.473 1.008 0.06
H 0.752 0.326 -4.326 0.08
C 2.470 -0.137 -1.239 -0.16
O -2.426 -2.944 -1.170 -0.10
O -0.107 -0.095 -4.247 -0.05
H -1.938 -1.579 -2.756 0.06
H 3.007 -1.715 2.955 0.13
H -4.364 1.979 -0.400 0.07
O -0.421 0.204 -0.323 -0.08
C 1.654 1.838 1.219 -0.33
C -3.753 1.797 0.484 -0.06
O -1.971 1.160 -1.059 -0.16
H 2.759 -2.229 -1.769 0.11
H 1.879 -0.557 3.558 0.13
H 2.352 3.585 1.268 0.09
C -2.286 1.984 0.052 -0.30
H -4.128 2.469 1.255 0.06
C -0.671 -0.101 2.318 -0.04
H -0.827 -2.850 0.191 0.10
H 0.124 -1.825 1.901 0.00
```

## Properties
* E_tot: -1082.4699 Ha
* LUMO: 0.1 eV
* energy above the lowest of the compared OMol25 structures with the same formula, charge and spin: 409.8 kcal/mol
* net charge: 0
* Kohn-Sham gap: 8.028 eV

=====

Entry from the Open Molecules 2025 dataset: C12H41AgB2N3O3 as an isolated structure (ωB97M-V/def2-TZVPD).

```
62
Properties=species:S:1:pos:R:3:lowdin_charge:R:1
C -4.439 -1.739 2.155 -0.08
H -1.179 -0.379 -4.730 -0.11
H -1.148 4.106 4.015 0.09
C -3.440 -2.865 1.865 -0.38
H 3.363 -1.393 -0.885 0.08
H 5.783 -0.936 -0.581 0.12
N -1.844 3.879 -0.628 0.03
N 2.981 -0.458 -0.881 0.06
Ag -0.869 0.579 -0.961 0.82
H 1.275 -4.414 -2.542 -0.14
H 3.929 1.377 -1.009 0.13
O -4.168 -4.600 3.386 -0.16
B 0.649 -4.097 -3.362 -0.47
C 4.019 0.675 1.029 -0.07
H -1.966 4.108 -1.605 0.08
H -0.114 -4.803 -3.650 -0.12
H 0.158 -3.206 -3.005 -0.13
H 8.043 -0.060 -0.448 0.08
B -0.306 0.215 -4.950 -0.45
C -3.974 -4.359 2.016 -0.22
H 0.043 3.652 0.080 0.13
H -2.024 5.411 1.426 0.13
C 5.446 0.000 -1.027 -0.18
O 6.385 1.068 -0.816 -0.21
H 1.292 -3.911 -4.208 -0.12
H -3.518 -6.589 3.325 0.09
O -1.320 3.510 2.069 -0.20
C -1.110 4.821 1.492 -0.16
H -4.162 -0.717 1.898 0.07
C -4.426 -6.005 3.476 -0.12
H -5.167 -6.374 2.767 0.08
C -0.393 5.567 -0.808 -0.10
H 0.436 -0.471 -5.328 -0.09
H -5.344 -2.136 1.695 0.08
C 4.044 0.425 -0.493 -0.46
H -4.921 -6.271 4.410 0.08
H 0.160 5.270 -1.699 0.09
H -3.878 -2.479 -0.173 0.06
H 7.879 0.685 -2.079 0.08
H -3.340 -5.021 1.426 0.12
H -4.963 -4.397 1.560 0.12
N -3.086 -2.512 0.453 0.01
H 4.687 1.441 1.422 0.06
H -1.234 6.170 -1.151 0.09
H -2.831 4.082 3.222 0.09
H -2.522 -3.243 0.043 0.07
C 7.756 0.831 -1.006 -0.11
H 3.025 -0.234 -1.865 0.08
H 4.397 -0.257 1.448 0.07
C -0.718 4.432 0.046 -0.48
H -2.461 -2.815 2.341 0.13
H -2.605 4.118 -0.009 0.07
H 3.091 0.900 1.554 0.06
H -2.045 2.596 3.644 0.09
H -0.453 0.957 -5.719 -0.11
H 8.355 1.695 -0.718 0.08
C -1.849 3.623 3.334 -0.14
H -0.317 5.381 1.988 0.13
H -4.640 -1.671 3.224 0.07
H 0.258 6.303 -0.337 0.08
H -0.023 0.722 -4.041 -0.15
H 5.344 -0.189 -2.095 0.12
```

## Properties
* E_tot: -1068.0198 Ha
* LUMO: 0.2 eV
* energy above the lowest of the compared OMol25 structures with the same formula, charge and spin: 190.7 kcal/mol
* net charge: -1
* Kohn-Sham gap: 3.874 eV

=====

Entry from the Open Molecules 2025 dataset: a 10-piece molecular cluster, C12H42BF4O15 overall (ωB97M-V/def2-TZVPD).

```
74
Properties=species:S:1:pos:R:3:lowdin_charge:R:1
F -8.865 -12.872 16.447 0.11
H -6.385 -9.760 18.044 0.01
H -5.635 -13.610 13.119 0.11
O -12.028 -13.672 11.172 -0.07
H -4.532 -13.657 15.968 0.12
H -8.524 -14.110 21.969 0.07
H -7.141 -10.200 11.724 0.04
C -7.869 -13.045 19.942 -0.26
F -7.119 -13.483 15.070 0.11
H -9.895 -9.690 16.484 0.13
H -9.532 -12.984 13.666 0.05
O -6.696 -15.798 16.533 -0.07
H -9.343 -9.881 9.431 0.12
H -4.864 -9.903 11.653 0.10
H -5.320 -11.421 13.555 0.11
O -10.197 -13.406 13.100 -0.07
B -7.856 -12.400 15.583 -1.24
C -9.428 -9.010 17.205 -0.22
O -2.181 -11.269 15.699 -0.06
H -9.026 -11.435 11.395 0.12
H -6.537 -8.848 15.798 0.00
C -8.740 -14.245 20.055 -0.23
H -11.417 -11.749 13.107 0.11
H -11.070 -13.567 11.211 0.07
O -6.604 -13.242 20.573 -0.06
O -8.765 -7.619 15.346 -0.05
H -9.728 -10.230 12.436 0.11
H -9.790 -8.040 10.995 0.07
H -11.734 -12.875 14.424 0.12
H -4.794 -11.967 15.667 0.10
H -1.945 -11.177 16.626 0.08
H -10.401 -7.285 16.542 0.12
H -5.461 -9.762 19.257 0.06
H -7.834 -12.758 18.875 0.11
C -9.131 -10.345 11.519 -0.28
F -7.037 -11.521 16.294 0.13
C -2.745 -12.562 15.534 -0.25
H -6.514 -12.877 11.793 0.13
O -5.590 -8.785 15.620 -0.06
F -8.525 -11.766 14.504 0.11
C -4.102 -12.664 16.148 -0.26
C -9.359 -7.625 16.638 -0.24
H -10.043 -9.059 18.111 0.12
O -7.936 -9.644 11.664 -0.06
H -9.601 -14.086 19.407 0.12
H -8.199 -15.129 19.711 0.12
C -11.449 -12.821 13.366 -0.26
H -12.686 -14.511 12.942 0.11
H -7.027 -14.984 16.126 0.00
H -2.053 -13.324 15.908 0.12
H -6.018 -12.557 20.238 0.07
O -5.443 -10.668 11.617 -0.07
O -4.109 -12.405 17.544 -0.07
H -5.176 -9.357 16.277 0.00
H -13.385 -12.911 12.529 0.11
H -4.653 -11.636 17.762 0.02
H -10.812 -10.525 10.273 0.11
H -3.889 -11.559 12.584 0.12
C -5.511 -13.016 12.212 -0.22
O -9.211 -14.468 21.397 -0.07
H -2.885 -12.752 14.467 0.11
H -8.311 -12.098 20.298 0.12
H -8.052 -10.415 17.162 0.05
H -9.455 -7.803 14.704 0.09
H -5.155 -14.238 10.710 0.08
H -6.317 -15.507 17.367 0.02
O -10.479 -8.550 10.556 -0.08
H -8.817 -6.957 17.303 0.12
C -4.974 -11.668 12.542 -0.21
C -12.482 -13.527 12.503 -0.25
C -9.953 -9.855 10.339 -0.24
O -5.560 -10.148 18.383 -0.04
O -4.630 -13.711 11.316 -0.06
O -8.110 -9.494 17.460 -0.10
```

## Properties
* E_tot: -2035.5983 Ha
* LUMO: 2.3 eV
* net charge: -1
* Kohn-Sham gap: 9.805 eV

=====

> Which value of net charge does entry 2 give?

0